(1)
ORCA calculation (wB97M-V/def2-TZVPD) on a cluster of 3 separate species, C40H33ClNO7 in total.

## Properties
- maximum force (eV/A) = 3.89
- HOMO-LUMO gap (eV) = 6.508
- total charge = +1
- 2S+1 = 1

Last column: Mulliken charge in e.
Geometry (Å):
C: 1.92312 1.99825 3.99324  -0.88
C: 0.44880 2.49561 4.24650  -0.47
O: -0.46572 2.28460 3.13694  0.07
N: -0.08507 2.93203 2.01712  -0.01
C: -0.34732 2.26046 0.83124  -0.50
C: -0.05535 2.80276 -0.47175  -0.02
Cl: -0.45231 1.89396 -1.94736  -0.15
C: 0.55404 4.14747 -0.57364  -0.34
C: 0.83530 4.83715 0.68078  0.16
C: 1.51008 6.25979 0.67418  -0.93
C: 3.05330 6.00577 0.93257  -0.27
O: 3.84524 7.19219 0.96027  -0.37
C: 4.01032 7.77929 -0.29857  0.50
O: 4.29507 8.94555 -0.31225  -0.52
C: 3.90871 7.02961 -1.66878  -0.13
C: 4.95582 5.84464 -1.84224  -0.96
C: 0.47701 4.17660 1.94859  0.11
H: 2.25829 1.34679 4.84483  0.32
H: 2.08781 1.49984 3.00766  0.27
H: 2.59649 2.90359 4.04302  0.27
H: 0.38207 3.55904 4.61387  0.47
H: 0.04017 1.87934 5.09533  0.35
H: -0.82698 1.25209 0.87881  0.54
H: 0.77829 4.57309 -1.58112  0.45
H: 1.30516 6.81058 -0.28181  0.48
H: 1.03244 6.82650 1.52137  0.36
H: 3.40192 5.21995 0.21490  0.14
H: 3.13086 5.54067 1.95841  0.29
H: 2.84780 6.70401 -1.87465  0.11
H: 4.14500 7.78633 -2.46495  0.37
H: 5.79704 5.88202 -1.10511  0.29
H: 4.38851 4.88259 -1.66074  0.26
H: 5.31434 5.76294 -2.90428  0.32
H: 0.68193 4.76020 2.87272  0.44
C: -3.10570 -6.08655 1.17740  -0.69
C: -4.49485 -6.16250 1.12840  -0.52
C: -5.26509 -5.04983 1.43832  -0.61
C: -4.64926 -3.85962 1.81006  0.33
C: -3.25526 -3.79009 1.88276  0.27
C: -2.48602 -4.90405 1.55427  -0.47
C: -2.58740 -2.54534 2.32384  0.62
O: -1.36899 -2.47747 2.38432  -0.77
C: -3.42032 -1.37861 2.69895  0.00
C: -2.80406 -0.22326 3.16761  -0.45
C: -3.57079 0.88352 3.50803  -0.49
C: -4.95632 0.84067 3.37379  -0.68
C: -5.57442 -0.31332 2.91255  -0.56
C: -4.80856 -1.42860 2.58258  0.25
C: -5.48088 -2.67065 2.12154  0.55
O: -6.68869 -2.71189 2.00683  -0.65
H: -2.50628 -6.95365 0.92629  0.44
H: -4.97728 -7.09068 0.84590  0.41
H: -6.34579 -5.11287 1.39348  0.49
H: -1.40441 -4.85178 1.59623  0.57
H: -1.72565 -0.18386 3.27141  0.63
H: -3.08948 1.78240 3.87682  0.41
H: -5.55398 1.70686 3.63292  0.42
H: -6.65296 -0.34470 2.81346  0.49
C: 1.35576 -2.42283 -0.04502  -0.96
C: 0.00785 -2.76652 -0.12213  -0.47
C: -0.48570 -3.38582 -1.26286  -0.57
C: 0.36309 -3.65265 -2.33412  0.16
C: 1.70765 -3.28568 -2.26467  0.14
C: 2.20369 -2.68053 -1.11273  -0.69
C: 2.61427 -3.51868 -3.41755  0.66
O: 3.78660 -3.20171 -3.35494  -0.67
C: 2.06205 -4.13613 -4.64837  0.18
C: 2.88424 -4.30940 -5.75838  -0.55
C: 2.38095 -4.89788 -6.90967  -0.48
C: 1.05632 -5.32441 -6.95432  -0.47
C: 0.23138 -5.14906 -5.85293  -0.56
C: 0.72832 -4.54620 -4.70066  0.19
C: -0.17229 -4.33164 -3.54155  0.48
O: -1.33069 -4.69941 -3.57944  -0.66
H: 1.74331 -1.94774 0.84985  0.52
H: -0.65772 -2.55133 0.71285  0.91
H: -1.53395 -3.65711 -1.31829  0.60
H: 3.25034 -2.40648 -1.04975  0.47
H: 3.91679 -3.98233 -5.72814  0.47
H: 3.02147 -5.02714 -7.77427  0.40
H: 0.66660 -5.79044 -7.85179  0.40
H: -0.80005 -5.47829 -5.89400  0.47

(2)
ORCA calculation (wB97M-V/def2-TZVPD) on a structure of composition C40H33F12N2O4P2PtS3.

## Properties
- maximum force (eV/A) = 0.64
- HOMO-LUMO gap (eV) = 7.195
- total charge = +1
- 2S+1 = 1

Last column: Mulliken charge in e.
Geometry (Å):
Pt: 0.50524 -0.76161 0.14481  2.43
C: -5.01975 -0.28114 4.63139  -0.77
S: -5.30100 1.14085 3.55412  -0.10
C: -5.81159 0.34208 2.00110  -1.11
C: -4.72335 0.39770 0.93104  -0.57
C: -3.50613 -0.43352 1.31813  0.52
N: -2.25534 -0.00298 0.68312  0.91
P: -1.53485 -0.55079 -0.75068  0.22
C: -2.46463 -1.93578 -1.38563  1.11
C: -2.07511 -3.23856 -1.08687  -0.35
C: -2.82877 -4.30726 -1.54777  -0.73
C: -3.97000 -4.07284 -2.30116  -0.63
C: -4.36270 -2.77291 -2.59854  -0.74
C: -3.60998 -1.70101 -2.15032  -0.57
C: -1.64062 0.85809 -1.87929  0.31
C: -2.72736 1.72818 -1.77125  0.18
C: -2.80808 2.84516 -2.58417  -0.83
C: -1.80215 3.10859 -3.50523  -0.94
C: -0.71476 2.25555 -3.60796  -0.76
C: -0.63265 1.13286 -2.79700  0.02
P: -0.81845 0.54488 1.45554  -0.30
C: -0.83459 2.31828 1.24098  1.50
C: -1.92965 3.04716 1.70186  -0.62
C: -2.00501 4.40335 1.42913  -0.89
C: -1.00405 5.01758 0.68604  -0.96
C: 0.07882 4.28506 0.21905  -0.95
C: 0.16945 2.93115 0.49933  -0.30
C: -0.89028 0.00177 3.15547  1.64
C: -0.80035 -1.36833 3.40303  -0.80
C: -0.86025 -1.83486 4.70443  -0.82
C: -1.00664 -0.93491 5.75376  -0.74
C: -1.08869 0.42789 5.50611  -1.13
C: -1.02769 0.90422 4.20528  -0.36
H: -4.78179 0.12054 5.61480  0.36
H: -4.18566 -0.90027 4.30161  0.12
H: -5.92295 -0.88320 4.71246  0.37
H: -6.70086 0.86497 1.65235  0.49
H: -6.11064 -0.68452 2.22100  0.45
H: -4.41361 1.43844 0.81419  0.31
H: -5.13131 0.06709 -0.03043  0.33
H: -3.67082 -1.49549 1.11707  0.41
H: -3.35193 -0.32686 2.39164  -0.61
H: -1.19372 -3.41830 -0.48917  0.20
H: -2.52464 -5.31947 -1.31765  0.50
H: -4.55807 -4.90604 -2.66236  0.41
H: -5.25063 -2.59640 -3.19042  0.46
H: -3.90114 -0.69017 -2.41035  0.44
H: -3.49284 1.54692 -1.02955  0.08
H: -3.64917 3.51922 -2.49055  0.48
H: -1.86161 3.98730 -4.13364  0.42
H: 0.08058 2.46866 -4.31045  0.55
H: 0.23634 0.49941 -2.86745  -0.21
H: -2.71665 2.56467 2.27465  0.41
H: -2.84266 4.98100 1.79697  0.50
H: -1.06749 6.07665 0.47308  0.42
H: 0.85698 4.76940 -0.35522  0.55
H: 1.01706 2.35298 0.14684  0.35
H: -0.66725 -2.06659 2.58328  0.31
H: -0.77886 -2.89516 4.90214  0.49
H: -1.04332 -1.29911 6.77209  0.50
H: -1.18080 1.12529 6.32790  0.54
H: -1.05170 1.96833 4.01239  0.44
F: 4.98627 -1.66263 1.84533  -0.20
C: 4.79740 -0.94570 0.75055  0.39
F: 4.47308 -1.76328 -0.25826  -0.19
F: 5.89787 -0.28685 0.43890  -0.20
S: 3.39661 0.22526 0.99041  1.20
O: 2.27203 -0.69370 1.33047  -1.22
O: 3.21356 0.89990 -0.26519  -0.68
N: 3.91341 1.05224 2.17323  -0.73
S: 2.98364 1.75649 3.26534  1.09
O: 3.64522 2.88850 3.80810  -0.67
O: 1.61844 1.85869 2.81967  -0.64
C: 2.94855 0.49435 4.60966  0.68
F: 4.17146 0.25053 5.05472  -0.24
F: 2.41217 -0.64107 4.15899  -0.16
F: 2.19786 0.95572 5.60736  -0.22
F: 0.72100 -4.56448 0.30697  -0.28
C: 1.80208 -3.75890 0.25595  0.30
F: 2.80941 -4.45833 -0.25610  -0.25
F: 2.10724 -3.41693 1.49873  -0.15
F: 2.32881 -0.47987 -7.76133  -0.25
C: 1.68112 0.29660 -6.88325  0.85
F: 0.42717 0.45742 -7.33555  -0.26
F: 2.27045 1.49878 -6.88598  -0.27
C: 1.68129 -0.32526 -5.50685  0.45
C: 2.54821 0.14162 -4.52954  -0.93
C: 2.53960 -0.43525 -3.27017  -0.12
C: 1.64779 -1.47661 -3.01092  0.71
C: 0.78608 -1.95729 -4.00336  -0.24
C: 0.80790 -1.37805 -5.25568  -1.20
C: 1.55090 -2.03488 -1.70302  0.23
C: 1.49451 -2.58196 -0.60888  -0.78
H: 3.22120 0.95934 -4.74579  0.50
H: 3.18079 -0.06575 -2.48120  0.53
H: 0.09751 -2.75988 -3.77519  0.55
H: 0.14166 -1.72690 -6.03281  0.47